{
  "formula": "C5H13N",
  "method": "ωB97M-V with the def2-TZVPD basis set",
  "lumo_ha": 0.043,
  "smiles": "CCCN(C)C",
  "spin_multiplicity": 1,
  "elements": ["N", "C", "C", "C", "C", "C", "H", "H", "H", "H", "H", "H", "H", "H", "H", "H", "H", "H", "H"],
  "xyz": [[0.57080, -0.57541, -0.09240], [-1.86150, 0.57565, 1.32054], [0.26015, 0.84389, -0.01701], [0.27061, -1.11893, -1.41346], [-1.24017, 1.17331, 0.05796], [1.97583, -0.78127, 0.25363], [-0.00835, -2.16122, -1.32013], [-1.26399, 2.26022, 0.07628], [2.10874, -0.78012, 1.33122], [-2.94731, 0.49080, 1.24929], [-1.67387, 1.21064, 2.17938], [2.63202, -0.02959, -0.21592], [0.74333, 1.40200, -0.83654], [2.32734, -1.74240, -0.12501], [0.70347, 1.25700, 0.89814], [1.08915, -0.97500, -2.13630], [-0.56813, -0.59218, -1.87729], [-1.74817, 0.81349, -0.83978], [-1.47223, -0.43288, 1.45380]]
}

{
  "formula": "C13H17N6NiOS",
  "method": "ωB97M-V with the def2-TZVPD basis set",
  "lumo_ha": -0.132,
  "total_charge": 1,
  "spin_multiplicity": 1,
  "elements": ["Ni", "S", "O", "N", "N", "N", "N", "N", "N", "C", "C", "C", "C", "C", "C", "C", "C", "C", "C", "C", "C", "C", "H", "H", "H", "H", "H", "H", "H", "H", "H", "H", "H", "H", "H", "H", "H", "H", "H"],
  "xyz": [[-0.05125, 1.04534, -0.92096], [-2.01905, 1.35684, -1.79866], [-2.33023, -5.28354, 1.24012], [0.12838, 2.90415, -0.91544], [-0.85723, 3.74622, -1.30261], [-2.96152, 3.80966, -2.15010], [1.77243, 1.08578, -0.25649], [-0.40140, -0.73652, -0.44940], [-1.39025, -2.79979, 0.43943], [-2.68135, -3.29546, -0.07714], [3.86463, 0.25638, 0.49802], [-0.96115, -3.36084, 1.73306], [-2.64355, -4.81319, -0.05579], [4.28448, 1.54638, 0.76948], [3.43586, 2.61226, 0.50059], [1.48319, 4.83179, -0.21452], [-1.90724, 3.09775, -1.73893], [-1.03835, -4.87532, 1.63833], [2.18541, 2.34967, -0.02881], [1.21416, 3.38025, -0.40506], [2.58960, 0.06809, -0.01269], [-0.87954, -1.69535, -0.01813], [2.20496, -0.91806, -0.23462], [-0.28823, -5.24331, 0.92715], [1.60009, 5.05983, 0.84710], [2.40843, 5.11416, -0.71994], [-1.90568, -5.17927, -0.78024], [-3.48543, -2.92932, 0.56572], [-0.84808, -5.31878, 2.61363], [-2.82739, -2.91730, -1.08737], [5.26821, 1.72720, 1.18099], [-3.77619, 3.35225, -2.51559], [-3.62153, -5.21349, -0.31467], [4.50488, -0.59438, 0.67863], [-2.90282, 4.81340, -2.17372], [0.66327, 5.41688, -0.61560], [3.74346, 3.62990, 0.69162], [-1.62893, -2.99859, 2.51864], [0.05498, -3.03168, 1.94400]]
}

{
  "formula": "CH4OS",
  "method": "ωB97M-V with the def2-TZVPD basis set",
  "lumo_ha": [-0.050, -0.051],
  "smiles": "O=S.C",
  "spin_multiplicity": 1,
  "elements": ["S", "O", "C", "H", "H", "H", "H"],
  "xyz": [[-0.72568, -3.75574, -1.36034], [-0.41056, -3.16216, -2.64711], [-0.20084, -1.11787, 0.29945], [-0.32535, -1.03546, -0.81380], [-1.13718, -1.59083, 0.74681], [0.02889, -0.07110, 0.72176], [0.74630, -1.64104, 0.60893]]
}

{
  "formula": "C5H8P2",
  "method": "ωB97M-V with the def2-TZVPD basis set",
  "lumo_ha": 0.018,
  "smiles": "[PH2]#P1C=CC=CC1",
  "spin_multiplicity": 1,
  "elements": ["P", "P", "C", "C", "C", "C", "C", "H", "H", "H", "H", "H", "H", "H", "H"],
  "xyz": [[-1.83656, 2.01532, 0.12757], [-0.68638, 0.65761, -1.11986], [1.80928, 0.43752, 0.22403], [0.45667, -1.69360, -0.03635], [-0.80525, -0.99333, -0.29978], [1.59822, -0.99699, 0.13709], [0.87328, 1.24805, -0.29179], [2.65761, 0.91176, 0.63323], [-1.39989, -1.15266, 0.59542], [2.54318, -1.54708, 0.22913], [-1.41918, -1.61806, -1.15930], [-2.00255, 1.45234, 1.35848], [-3.25326, 1.84526, -0.23501], [1.16274, 2.27555, -0.21826], [0.30208, -2.84167, 0.05541]]
}

{
  "formula": "C5H8N4O",
  "method": "ωB97M-V with the def2-TZVPD basis set",
  "lumo_ha": [-0.032, -0.032],
  "spin_multiplicity": 1,
  "elements": ["O", "N", "N", "N", "N", "C", "C", "C", "C", "C", "H", "H", "H", "H", "H", "H", "H", "H"],
  "xyz": [[0.80838, -1.98730, 0.35460], [-0.19908, 0.38328, 1.30168], [-0.16280, 0.77767, 3.37194], [0.64017, 0.75666, 2.40606], [-1.48103, 0.23702, 1.65391], [0.31909, 0.11310, 0.10342], [-0.13134, 0.39293, -1.24219], [-0.21491, -0.54131, -2.32465], [1.23752, 0.79927, -0.75315], [-1.45056, 0.45719, 2.95641], [1.25687, -2.28044, -0.48079], [0.77110, -1.10502, -2.49534], [-0.43796, -0.08303, -3.38251], [1.42412, 1.79834, -0.53225], [-2.31727, 0.35795, 3.57747], [2.00359, 0.20216, -1.17437], [-1.00664, -1.32334, -2.05856], [-1.05925, 1.04488, -1.28168]]
}

{
  "formula": "C4H3NO2",
  "method": "ωB97M-V with the def2-TZVPD basis set",
  "lumo_ha": 0.032,
  "smiles": "C1=CC1N=C1OO1",
  "spin_multiplicity": 1,
  "elements": ["O", "O", "N", "C", "C", "C", "C", "H", "H", "H"],
  "xyz": [[0.08749, 1.02683, -1.60976], [1.44707, 0.97959, -2.11561], [1.26730, -0.51541, -0.21266], [1.07029, 0.23769, -1.10886], [-1.16820, -0.32336, 0.31000], [0.18648, -0.76321, 0.68482], [-0.62448, 0.26423, 1.33206], [-1.95977, -0.23239, -0.43614], [0.46141, -1.74384, 1.15053], [-0.76759, 1.06987, 2.00563]]
}

{
  "formula": "C3H4ClN3",
  "method": "ωB97M-V with the def2-TZVPD basis set",
  "lumo_ha": [-0.016, -0.016],
  "spin_multiplicity": 1,
  "elements": ["Cl", "N", "N", "N", "C", "C", "C", "H", "H", "H", "H"],
  "xyz": [[3.88353, -0.26120, -0.02870], [2.23266, 0.12193, -0.30684], [1.42669, 2.20867, 0.28738], [0.35190, 1.95643, 0.04454], [0.05100, -0.36086, 0.22800], [1.39416, -0.67372, 0.32567], [-0.40880, 0.88417, -0.45338], [-0.77767, -0.73778, 0.78684], [1.88092, -1.44772, 0.96850], [-0.28600, 1.03915, -1.59849], [-1.43385, 1.20321, -0.11798]]
}